The following is a DFT calculation (ωB97M-V with the def2-TZVPD basis set) of an isolated ion of composition C5H8ClN4O and charge +1 at a distorted geometry.

Structure (XYZ):
```
19
Properties=species:S:1:pos:R:3:forces:R:3
N 2.15222 0.77434 0.67157 0.55 -1.23 0.39
C 0.93255 1.14023 1.09024 1.67 -1.71 0.22
O 0.65310 2.40814 1.03818 0.13 0.49 -0.64
N 0.18705 0.28955 1.72850 1.06 2.82 -1.24
C -0.54351 -0.71386 1.84496 -0.60 -0.64 -0.26
C -1.07623 -1.67309 0.91429 -0.31 -0.08 0.75
Cl -1.68667 -3.10299 1.72515 0.06 0.25 0.13
C -1.34478 -1.59774 -0.40793 -0.30 -1.11 0.31
C -1.00024 -0.75649 -1.46393 2.55 2.03 -0.87
N -0.03177 0.18571 -1.41872 -2.62 -1.32 -0.08
N 0.15057 0.88525 -2.50150 2.12 1.85 0.40
H 2.43826 -0.22384 0.87088 -0.49 1.89 -0.59
H 2.89040 1.45059 0.46517 -0.58 -0.29 0.24
H -0.10020 2.59953 1.59747 -0.57 0.19 0.17
H -0.80270 -0.67770 2.86778 -0.97 -1.75 1.22
H -1.98567 -2.42730 -0.73663 0.28 0.32 0.07
H -1.38951 -1.02991 -2.43265 -0.38 0.21 -0.22
H 0.85143 1.65688 -2.45691 -0.88 -1.26 0.18
H -0.29428 0.81270 -3.39591 -0.73 -0.66 -0.17
```
Forces are in eV/Å.

Computed properties:
**Molar mass**: 175.6 u
**Energy**: -25836.0545 eV
**Kohn-Sham gap (alpha / beta)**: 7.20 / 7.20 eV
**SMILES string**: N\C(O)=N/C=C(Cl)\C=C/N=[NH2+]
**Total charge**: +1
**HOMO level (alpha / beta)**: -11.9 / -11.9 eV

The computed natural (NBO) charges, all in e, follow:
1 N -0.7649
2 C 0.8100
3 O -0.6070
4 N -0.4865
5 C 0.2175
6 C -0.1668
7 Cl 0.0389
8 C -0.1144
9 C -0.1200
10 N -0.1313
11 N -0.5305
12 H 0.4351
13 H 0.4346
14 H 0.5240
15 H 0.2319
16 H 0.2535
17 H 0.1937
18 H 0.3952
19 H 0.3869

***

The following is a DFT calculation (ωB97M-V with the def2-TZVPD basis set) of a 8-piece molecular cluster, C30H69F2O21P3S3 overall at a distorted geometry.

Structure (XYZ):
```
128
Properties=species:S:1:pos:R:3:forces:R:3
C -0.78840 4.13238 -4.00780 1.10 -0.28 0.69
C 0.06040 4.94560 -4.97202 0.06 1.40 1.80
O -0.59849 5.21451 -6.17478 -0.02 0.33 -1.61
P 0.21617 5.31701 -7.59953 0.09 -2.15 2.38
O 1.45936 4.50400 -7.53582 -1.25 0.96 -0.73
O 0.43124 6.83367 -7.84047 0.75 0.26 -0.86
C -0.51318 7.86799 -7.55701 0.22 -0.55 0.04
C -1.51908 8.08005 -8.64054 -1.38 1.48 1.75
O -0.97000 4.89381 -8.55125 -0.37 -1.01 -0.60
C -1.32230 3.44382 -8.76847 1.25 0.70 0.44
C -2.58912 3.31687 -9.55430 -0.20 -0.67 -0.56
H -0.10615 3.98968 -3.14080 -0.42 -0.26 -0.54
H -1.63219 4.68284 -3.53949 0.14 -0.47 -0.97
H -1.01824 3.13388 -4.42144 -0.40 0.62 0.26
H 0.29115 5.88697 -4.42110 -0.40 0.04 -0.46
H 1.05869 4.59045 -5.13717 0.31 -1.05 -0.30
H -0.85597 7.63133 -6.56903 -1.09 -0.06 0.36
H 0.03279 8.76287 -7.43137 1.05 0.92 -0.03
H -2.20401 7.26169 -8.70371 -0.10 -0.70 -0.76
H -2.16838 8.90421 -8.24204 0.42 -0.41 -0.31
H -1.09994 8.49110 -9.53983 0.23 -0.46 -0.58
H -0.45016 3.03391 -9.27120 -0.09 -0.08 -0.33
H -1.36487 2.89034 -7.82780 -0.20 0.56 0.28
H -2.89786 2.24119 -9.56325 0.36 0.78 -0.06
H -3.41151 3.85757 -9.10024 -0.05 0.23 0.08
H -2.45034 3.64432 -10.59724 -0.14 -0.05 0.42
C 0.96094 -4.41002 6.70689 -0.22 0.86 0.10
C 0.58635 -2.92825 6.54356 -1.04 0.68 1.00
O 1.73124 -2.25276 6.05564 1.06 1.04 -1.55
P 1.68846 -0.75099 5.45814 0.60 -1.08 -0.02
O 1.17552 0.26123 6.38037 0.16 0.18 0.03
O 3.17295 -0.55643 4.88258 -0.83 0.41 1.05
C 4.27581 -0.21293 5.83799 -0.94 -1.42 -1.29
C 5.45702 -0.02549 4.92151 1.14 0.31 0.26
O 0.82871 -0.81230 4.14199 -0.70 1.76 0.97
C 0.78497 -1.87120 3.24235 0.44 -2.24 -0.20
C -0.42271 -1.81578 2.34121 0.44 1.54 -0.04
H 1.86265 -4.45117 7.34062 -0.37 -0.10 -0.29
H 0.16126 -5.00626 7.17270 0.22 0.32 -0.21
H 1.19200 -4.79136 5.71742 0.08 -0.30 -0.05
H -0.33552 -2.66488 5.95433 0.89 -0.75 0.03
H 0.41334 -2.40774 7.48804 -0.35 -0.59 0.41
H 4.00972 0.67165 6.41657 -0.05 -0.15 -0.01
H 4.31181 -1.14884 6.44602 0.57 1.04 -0.03
H 5.45159 0.84091 4.25351 -0.86 -0.16 -0.01
H 6.35256 0.19660 5.48977 0.25 -0.22 0.56
H 5.69359 -0.91534 4.34005 -0.30 -0.05 0.00
H 1.76248 -1.88224 2.73432 -0.67 -0.33 -0.17
H 0.66264 -2.76938 3.83494 0.58 -0.54 -0.01
H -0.33045 -0.81537 1.93121 -0.54 0.26 -0.59
H -0.34574 -2.51466 1.52131 -0.04 -0.37 0.05
H -1.38872 -1.87954 2.86095 0.42 -0.24 -0.05
C 0.88900 -8.05234 2.37029 -0.02 -1.19 0.56
C -0.10565 -6.96052 2.76277 -0.19 -0.22 -1.61
O -1.29734 -7.14845 1.93540 -0.40 0.39 0.07
P -2.34612 -5.95973 1.64047 1.40 -0.18 0.17
O -3.43299 -6.41660 0.80467 -1.01 -0.58 -0.45
O -2.67522 -5.41357 3.08365 -0.08 0.51 -0.29
C -3.44490 -6.31756 3.89943 1.28 0.22 1.71
C -4.85332 -5.78590 4.09993 0.73 -0.69 0.83
O -1.56516 -4.72639 1.03010 -0.34 0.49 -0.26
C -1.52638 -4.56214 -0.42516 1.68 -1.11 0.23
C -0.69228 -5.71774 -1.00351 0.72 1.20 -0.56
H 1.17823 -8.07362 1.29574 0.11 0.46 0.93
H 1.67871 -7.95092 3.11226 0.91 0.49 -0.61
H 0.64329 -9.12511 2.62652 -0.84 1.15 -0.39
H -0.34315 -7.07434 3.82822 -0.16 0.40 -0.26
H 0.27505 -5.95212 2.46809 0.12 -0.73 0.78
H -3.25096 -7.34657 3.50331 -0.90 0.67 0.50
H -2.94218 -6.22471 4.91516 -0.44 -0.50 -1.11
H -4.80292 -4.78605 4.52334 0.17 0.27 -0.36
H -5.41524 -5.80664 3.19357 -0.61 -0.04 -0.47
H -5.29257 -6.36267 4.92131 -0.33 -0.24 -0.46
H -2.47890 -4.51967 -0.93830 -0.53 -0.10 0.59
H -1.00425 -3.61975 -0.61713 -0.08 -0.09 0.35
H 0.28448 -5.87649 -0.50181 -0.68 0.25 0.00
H -1.21895 -6.64248 -1.08810 -0.51 -0.60 0.28
H -0.45507 -5.41015 -2.02203 0.13 -0.11 -0.22
C -3.62080 3.17989 -0.15273 0.18 -0.33 -0.72
S -4.02867 3.45861 -1.91702 -0.31 -0.04 0.73
O -3.23929 2.42970 -2.62379 0.49 -0.52 -0.65
C -5.74320 2.79696 -1.90202 0.25 1.40 0.94
H -3.69725 2.09577 0.03225 -0.84 0.42 0.17
H -4.23333 3.88588 0.41526 0.17 -0.52 0.37
H -2.54248 3.31815 -0.00689 -0.17 0.73 -0.29
H -5.62604 1.75254 -1.72377 -0.15 -0.78 0.31
H -6.24933 2.97681 -2.82993 0.19 0.06 -0.75
H -6.34583 3.33896 -1.14732 0.42 -0.51 -0.06
C 4.79654 -4.81043 1.13902 -0.36 1.23 -0.40
S 3.09716 -4.18855 0.69773 1.65 0.99 -0.18
O 2.36851 -4.24647 1.98207 -0.77 -0.47 0.65
C 3.55634 -2.39128 0.64634 0.12 -1.72 -0.99
H 5.40853 -5.06405 0.27456 -0.34 -0.38 -0.15
H 4.55446 -5.64916 1.78793 0.45 0.06 0.08
H 5.32176 -3.95159 1.60104 -0.39 -0.76 0.38
H 3.79220 -2.15197 1.63229 0.73 0.10 1.90
H 2.62096 -1.91647 0.48933 -0.61 0.77 -1.02
H 4.41155 -2.17035 0.00541 -0.54 0.12 -0.35
C 2.69815 3.92321 -0.24419 -1.17 -0.68 0.27
S 1.05595 4.31768 -0.87487 -0.58 -0.56 -0.57
O 0.11352 3.39355 -0.10278 0.85 1.01 -0.35
C 0.93512 5.98506 -0.18027 -0.04 -1.84 -0.34
H 2.48102 3.91842 0.82531 0.68 -0.29 0.13
H 3.47848 4.58719 -0.53598 0.35 0.80 -0.18
H 2.93204 2.93787 -0.65284 -0.11 -0.02 0.35
H 1.08945 5.75481 0.83159 -0.32 0.27 1.82
H -0.05252 6.36115 -0.40051 0.09 0.44 -0.07
H 1.81536 6.49100 -0.49817 0.27 0.92 -0.73
C -0.27232 1.84175 3.26214 1.22 0.53 0.79
C 1.20557 2.26552 3.61824 -0.92 0.39 -0.61
O 1.20636 3.65836 3.69051 -3.13 0.11 -0.97
C -0.09563 4.08275 3.14528 2.10 1.88 0.39
O -0.32094 5.23082 2.91226 0.25 -0.65 0.28
O -0.92331 3.09377 2.96789 0.16 -1.32 0.15
F 2.09565 1.94057 2.62782 -0.01 -0.55 -0.21
H -0.72506 1.36678 4.13503 -0.11 0.16 -0.19
H -0.30649 1.18892 2.40570 -0.02 0.01 -0.28
H 1.52742 1.85977 4.54980 0.42 -0.39 0.54
C 0.13015 0.42673 -1.11729 0.88 0.44 0.32
C 0.06959 0.99866 -2.51629 0.05 -0.32 0.11
O 0.30471 -0.15844 -3.30487 -0.38 1.16 -0.42
C 1.03342 -1.01926 -2.59616 1.31 -1.21 0.49
O 1.61507 -1.95400 -3.05825 -0.35 0.22 0.19
O 1.07205 -0.68952 -1.27366 -1.22 0.77 -0.63
F 1.13455 1.85407 -2.61487 0.78 0.06 -0.51
H -0.81863 0.07629 -0.75453 -0.39 -0.26 0.17
H 0.57690 1.18610 -0.46514 -0.29 -0.38 0.03
H -0.76466 1.58018 -2.90515 -0.46 -0.60 0.40
```
Forces are in eV/Å.

Computed properties:
**Molar mass**: 993.0 u
**Energy**: -141038.5971 eV
**Kohn-Sham gap**: 9.53 eV
**Energy relative to the best compared isomer or geometry (same formula, charge and spin)**: 0.0000 eV
**HOMO level**: -9.1 eV

These are the Löwdin partial charges, in e, on atoms 1 to 99:
1 C -0.0810
2 C -0.3084
3 O -0.1908
4 P 0.3982
5 O -0.2407
6 O -0.1521
7 C -0.2571
8 C -0.0608
9 O -0.1937
10 C -0.2157
11 C -0.0827
12 H 0.0139
13 H 0.0778
14 H 0.0810
15 H 0.1212
16 H 0.1022
17 H 0.1095
18 H 0.1055
19 H 0.0635
20 H 0.0979
21 H 0.0797
22 H 0.1145
23 H 0.1174
24 H 0.0950
25 H 0.0745
26 H 0.0835
27 C -0.0514
28 C -0.2827
29 O -0.2039
30 P 0.3888
31 O -0.2202
32 O -0.2066
33 C -0.1958
34 C -0.0836
35 O -0.1777
36 C -0.2769
37 C -0.0239
38 H 0.0845
39 H 0.0803
40 H 0.0654
41 H 0.1320
42 H 0.1146
43 H 0.1177
44 H 0.1294
45 H 0.0830
46 H 0.0717
47 H 0.0773
48 H 0.1041
49 H 0.1013
50 H 0.0467
51 H 0.0626
52 H 0.0999
53 C -0.0831
54 C -0.2343
55 O -0.2104
56 P 0.3380
57 O -0.2021
58 O -0.1941
59 C -0.2710
60 C -0.0664
61 O -0.1987
62 C -0.2099
63 C -0.0712
64 H 0.0855
65 H 0.0660
66 H 0.0891
67 H 0.1162
68 H 0.1080
69 H 0.1268
70 H 0.1302
71 H 0.0786
72 H 0.0690
73 H 0.0813
74 H 0.1144
75 H 0.1057
76 H 0.0793
77 H 0.0647
78 H 0.0769
79 C -0.2436
80 S 0.8068
81 O -0.5715
82 C -0.2447
83 H 0.0618
84 H 0.0534
85 H 0.0290
86 H 0.0394
87 H 0.0365
88 H 0.0603
89 C -0.2315
90 S 0.8390
91 O -0.5722
92 C -0.2201
93 H 0.0445
94 H 0.0413
95 H 0.0493
96 H 0.0147
97 H 0.0125
98 H 0.0696
99 C -0.2201

***

The following is a DFT calculation (ωB97M-V with the def2-TZVPD basis set) of a 5-piece molecular cluster, CH10O5 overall at a distorted geometry.

Structure (XYZ):
```
16
Properties=species:S:1:pos:R:3:forces:R:3
C -0.90115 -3.36813 -0.84953 0.23 -0.03 0.88
O -0.40516 -2.49618 -1.48159 0.42 0.98 -1.50
H -1.71064 -3.96501 -1.23070 -0.67 -0.57 -0.28
H -0.52763 -3.53752 0.15230 -0.05 -0.48 0.72
O 0.62999 -0.38136 0.00461 0.53 -0.68 -2.65
H 0.37373 -0.65795 -0.94168 0.45 0.51 2.25
H 1.38868 -0.95319 0.17424 -0.05 0.10 0.08
O 0.71633 -1.42621 3.49727 -3.43 -2.02 -0.38
H 0.05904 -0.81693 3.13725 -0.35 -0.24 -0.19
H 1.44083 -0.90175 3.55187 3.71 2.28 0.42
O -1.20553 0.27273 1.43171 -1.15 0.09 0.85
H -0.56726 0.82752 1.00942 1.12 0.02 -0.49
H -2.00079 0.77542 1.27188 -0.74 0.03 0.31
O 0.64044 5.48988 -2.92433 0.47 1.19 0.39
H 0.81407 4.92906 -3.65822 -0.11 -1.22 -0.91
H 1.25507 6.20964 -3.14448 -0.36 0.02 0.52
```
Forces are in eV/Å.

Computed properties:
**Molar mass**: 102.1 u
**Energy**: -11435.2361 eV
**Kohn-Sham gap**: 11.10 eV
**Energy relative to the best compared isomer or geometry (same formula, charge and spin)**: 1.2413 eV
**SMILES string**: C=O.O.O.O.O
**HOMO level**: -10.4 eV

The computed natural (NBO) charges, all in e, follow:
1 C 0.3012
2 O -0.5264
3 H 0.1101
4 H 0.1188
5 O -0.9699
6 H 0.4963
7 H 0.4723
8 O -0.9396
9 H 0.4860
10 H 0.4522
11 O -0.9444
12 H 0.4845
13 H 0.4586
14 O -0.9235
15 H 0.4609
16 H 0.4627